Record 1
DFT (ωB97M-V/def2-TZVPD) results for a structure of composition C21H27ClN6O2 at a distorted geometry.

Computed properties:
- HOMO energy: -8.124 eV
- Total charge: 0
- Energy relative to the best compared isomer or geometry (same formula, charge and spin): 2156.71 kJ/mol

Last column: natural (NBO) charge in e.
Element x y z (Å)
Cl1 -7.613 1.006 -0.114  0.059
O1 6.585 -2.757 -0.020  -0.672
O2 4.839 1.655 -0.546  -0.735
N1 5.593 -0.569 -0.443  -0.586
N2 4.242 -2.511 0.036  -0.370
N3 1.988 0.237 -0.491  -0.352
N4 -2.923 -0.959 -0.099  -0.426
N5 1.943 -2.047 -0.082  -0.478
N6 -0.215 -0.805 0.063  -0.485
C1 0.636 3.588 0.827  -0.358
C2 -0.768 -1.944 0.032  -0.220
C3 1.618 1.503 -0.212  -0.196
C4 1.737 4.548 0.779  -0.446
C5 -6.234 -2.690 0.052  -0.177
C6 1.158 -0.849 -0.312  0.556
C7 5.474 -1.955 -0.013  0.751
C8 3.140 -1.434 -0.117  0.344
C9 -5.170 -0.224 -0.102  -0.345
C10 -4.920 -2.679 0.038  -0.250
C11 1.955 5.019 -0.551  -0.557
C12 -2.116 -1.999 0.891  -0.151
C13 -6.561 -0.278 -0.263  -0.019
C14 -7.156 -1.677 -0.236  -0.232
C15 4.202 -3.772 0.075  -0.389
C16 4.596 0.203 -0.538  0.624
C17 -2.473 0.254 -0.379  -0.248
C18 -1.118 -0.085 -0.839  -0.146
C19 3.206 -0.168 -0.422  -0.022
C20 1.040 2.023 0.873  -0.442
C21 -4.416 -1.308 0.072  0.217
H1 0.082 1.299 1.116  0.186
H2 -0.614 0.738 -1.342  0.218
H3 1.692 1.760 1.592  0.207
H4 4.963 -4.250 0.265  0.244
H5 -0.029 -2.587 0.981  0.173
H6 -2.893 0.518 -1.082  0.196
H7 -4.849 0.868 -0.213  0.221
H8 2.762 5.747 -0.490  0.211
H9 -2.446 -2.805 1.195  0.174
H10 -0.172 3.667 -0.046  0.201
H11 -2.353 0.882 0.302  0.167
H12 1.335 5.348 1.456  0.203
H13 -8.166 -1.783 -0.311  0.212
H14 2.697 2.233 -0.560  0.276
H15 0.987 5.344 -1.190  0.188
H16 -0.088 3.704 1.707  0.218
H17 0.983 1.954 -1.212  0.165
H18 2.348 4.308 -1.030  0.189
H19 -4.290 -3.482 0.142  0.217
H20 -6.631 -3.524 0.145  0.189
H21 -1.894 -1.292 1.827  0.172
H22 3.573 -4.075 1.010  0.180
H23 2.677 4.231 1.152  0.225
H24 3.434 -4.225 -0.537  0.225
H25 -1.159 -0.921 -1.950  0.162
H26 -0.755 -2.917 -0.560  0.255
H27 6.538 -0.066 -0.324  0.478

=====

Record 2
DFT (ωB97M-V/def2-TZVPD) results for a structure of composition C21H27CsN6O2S3.

Computed properties:
- HOMO energy: -7.520 eV
- Total charge: 0
- Energy relative to the best compared isomer or geometry (same formula, charge and spin): 156.45 kJ/mol

Last column: Mulliken charge in e.
Element x y z (Å)
Cs1 0.419 1.666 -0.725  1.038
S1 3.826 2.091 -0.079  1.474
S2 -6.467 1.234 -0.485  -0.358
S3 -2.538 -0.190 -1.373  -0.549
O1 4.732 2.917 -0.844  -0.704
O2 3.158 1.025 -0.833  -0.840
N1 2.681 2.822 0.700  -0.722
N2 -6.082 -1.305 -1.252  -0.475
N3 1.023 4.386 0.596  -0.312
N4 -1.593 -2.604 -1.979  -0.141
N5 -5.144 -0.637 0.787  0.011
N6 -3.208 -1.748 -3.389  0.039
C1 -5.897 -3.544 -2.063  -1.169
C2 2.793 6.494 0.272  -0.556
C3 -3.792 -2.006 2.268  -1.503
C4 6.315 -0.461 1.766  -0.733
C5 4.819 1.767 2.460  -0.242
C6 -4.801 -2.822 0.096  -0.522
C7 6.374 0.017 3.069  0.864
C8 5.523 0.158 0.810  -0.700
C9 2.347 4.149 0.540  0.333
C10 1.421 6.741 0.353  -0.430
C11 -1.870 -4.015 -2.223  -0.890
C12 3.264 5.207 0.366  -0.195
C13 7.235 -0.657 4.105  -1.344
C14 0.596 5.651 0.517  -0.404
C15 4.778 1.272 1.164  0.335
C16 -5.875 -0.303 -0.343  -0.314
C17 5.617 1.137 3.403  -0.722
C18 -2.436 -1.591 -2.294  0.174
C19 -2.863 -2.533 -4.566  -1.034
C20 -5.592 -2.496 -1.034  1.161
C21 -4.589 -1.842 1.016  0.561
H1 -5.768 -4.550 -1.664  0.327
H2 -3.248 -2.016 -5.442  0.368
H3 5.474 -0.220 -0.203  0.375
H4 -3.845 -0.976 -3.520  0.253
H5 7.996 0.026 4.485  0.317
H6 5.650 1.518 4.417  0.366
H7 4.318 4.986 0.303  0.386
H8 -1.412 -4.380 -3.142  0.309
H9 -4.388 -1.746 3.144  0.404
H10 1.014 7.741 0.292  0.369
H11 -3.293 -3.536 -4.545  0.303
H12 3.490 7.313 0.142  0.382
H13 -5.226 -3.418 -2.916  0.098
H14 -0.479 5.787 0.581  0.373
H15 -2.918 -1.351 2.245  0.316
H16 6.898 -1.334 1.493  0.282
H17 7.741 -1.529 3.692  0.347
H18 4.216 2.627 2.718  0.367
H19 -6.915 -3.415 -2.424  0.419
H20 -1.462 -4.589 -1.393  0.344
H21 -1.052 -2.397 -1.155  0.292
H22 -4.405 -3.815 0.246  0.378
H23 -5.019 0.119 1.446  0.268
H24 -2.945 -4.193 -2.266  0.207
H25 -3.455 -3.034 2.368  0.361
H26 -1.781 -2.612 -4.665  0.340
H27 6.638 -0.985 4.957  0.318

=====

Record 3
DFT (ωB97M-V/def2-TZVPD) results for an isolated molecule of C21H27FN2O3S2 at a distorted geometry.

Computed properties:
- HOMO energy: -8.104 eV
- Total charge: 0
- SMILES: CCCCc1cc2c(cc1OCCNC[C@H](C)O)Sc1c(S)cc(F)cc1N2O

Last column: natural (NBO) charge in e.
Element x y z (Å)
S1 1.865 -6.506 1.800  0.020
S2 1.421 -3.582 0.257  0.274
F1 6.601 -4.788 3.241  -0.327
O1 4.723 -1.663 -0.693  -0.550
O2 -1.125 0.954 -0.573  -0.566
O3 -3.850 2.867 -1.721  -0.731
N1 3.989 -1.554 0.509  -0.205
N2 -3.592 0.159 -3.098  -0.624
C1 -4.823 0.650 -2.432  -0.249
C2 -5.956 2.234 -0.675  -0.630
C3 2.666 -1.012 0.282  0.132
C4 0.106 -1.117 -0.130  -0.285
C5 4.384 -5.518 2.515  -0.285
C6 1.405 -1.750 0.139  -0.171
C7 -2.556 -0.281 -2.140  -0.263
C8 4.010 -2.850 1.157  0.136
C9 2.976 -3.884 1.134  -0.207
C10 -0.472 3.233 1.474  -0.413
C11 0.579 2.850 2.593  -0.629
C12 0.108 0.361 -0.273  0.317
C13 5.429 -4.483 2.566  0.402
C14 2.588 0.463 0.133  -0.189
C15 3.124 -5.202 1.805  -0.151
C16 5.251 -3.182 1.899  -0.266
C17 -1.391 0.802 -2.005  -0.087
C18 -4.579 1.690 -1.279  0.082
C19 0.146 3.559 0.057  -0.399
C20 1.427 2.729 -0.330  -0.432
C21 1.319 1.181 -0.152  -0.066
H1 -6.696 1.394 -0.602  0.207
H2 -3.100 2.949 -1.101  0.474
H3 -2.976 -0.534 -1.119  0.188
H4 0.794 -6.111 1.040  0.162
H5 -5.475 -0.203 -2.063  0.178
H6 0.754 1.736 2.515  0.215
H7 -6.353 3.040 -1.359  0.222
H8 -0.809 -1.744 -0.215  0.245
H9 -0.434 0.445 -2.475  0.192
H10 -5.438 1.179 -3.223  0.208
H11 0.060 3.005 3.586  0.216
H12 3.537 1.055 0.238  0.235
H13 1.525 3.441 2.510  0.209
H14 -0.975 4.187 1.826  0.203
H15 2.312 3.095 0.267  0.219
H16 4.052 -1.496 -1.391  0.465
H17 -1.314 2.488 1.373  0.215
H18 -5.697 2.671 0.332  0.215
H19 6.111 -2.475 1.994  0.249
H20 1.710 2.909 -1.413  0.228
H21 -3.862 -0.679 -3.624  0.361
H22 -1.677 1.801 -2.423  0.216
H23 -4.011 1.260 -0.398  0.171
H24 -2.043 -1.223 -2.505  0.201
H25 -0.642 3.314 -0.719  0.204
H26 4.505 -6.527 2.990  0.248
H27 0.368 4.657 -0.103  0.213

=====

Record 4
DFT (ωB97M-V/def2-TZVPD) results for a structure of composition C21H27Ge2N3O6PdSSe at a distorted geometry.

Computed properties:
- HOMO energy (spin up / spin down): -4.935 / -4.901 eV
- <S²>: 0.757
- Total charge: -1
- Energy relative to the best compared isomer or geometry (same formula, charge and spin): 468.63 kJ/mol
- Spin multiplicity: 2

Last column: natural (NBO) charge in e.
Element x y z (Å)
Pd1 0.018 -0.580 -1.468  0.991
Se1 -1.129 1.844 -1.969  2.822
Ge1 -0.245 0.003 0.955  1.039
Ge2 -2.124 0.784 2.391  1.150
S1 -1.809 -1.497 -3.615  -0.291
O1 0.964 -4.500 -0.389  -0.700
O2 -1.836 0.623 -1.134  -1.114
O3 -1.939 2.084 -3.334  -1.115
O4 -1.097 3.158 -1.106  -1.079
O5 0.936 -2.451 -1.233  -0.779
O6 0.371 1.330 -2.389  -1.143
N1 -0.592 0.440 -4.904  -0.539
N2 -0.840 -3.206 0.006  -0.538
N3 -1.681 -2.235 -0.558  -0.649
C1 0.693 2.818 1.285  -0.216
C2 2.094 -1.733 1.510  -0.231
C3 -0.431 -0.735 -4.229  0.066
C4 2.065 1.436 -0.106  -0.207
C5 2.903 2.509 -0.346  -0.210
C6 2.822 -2.712 2.157  -0.188
C7 0.443 -3.417 -0.580  0.877
C8 0.933 -1.209 2.067  -0.321
C9 -3.268 -0.842 2.724  -1.066
C10 0.528 -1.692 3.306  -0.258
C11 1.899 -0.719 -4.862  -0.133
C12 0.949 1.574 0.719  -0.362
C13 2.400 -3.192 3.385  -0.214
C14 0.861 -1.327 -4.201  -0.297
C15 1.677 0.484 -5.567  -0.318
C16 1.256 -2.667 3.963  -0.212
C17 0.438 1.051 -5.525  0.097
C18 -1.712 1.589 4.209  -1.023
C19 -3.278 2.079 1.433  -1.058
C20 1.526 3.893 1.045  -0.203
C21 2.630 3.740 0.224  -0.211
H1 0.976 -2.278 -3.690  0.265
H2 2.954 -3.975 3.884  0.204
H3 -0.368 -1.289 3.763  0.199
H4 -0.190 2.944 1.898  0.198
H5 -4.185 2.314 1.986  0.214
H6 2.885 -1.157 -4.850  0.214
H7 -2.220 -2.556 -1.374  0.390
H8 -1.149 2.510 4.097  0.227
H9 2.267 0.473 -0.594  0.197
H10 3.273 4.586 0.020  0.201
H11 0.928 -3.035 4.927  0.201
H12 -3.543 1.644 0.476  0.259
H13 -2.736 2.994 1.219  0.251
H14 3.771 2.390 -0.983  0.203
H15 -2.654 -1.729 2.857  0.225
H16 -3.921 -0.998 1.869  0.225
H17 0.214 2.002 -5.982  0.213
H18 -1.390 1.028 -4.581  0.492
H19 1.311 4.857 1.486  0.202
H20 -1.140 0.913 4.835  0.223
H21 -2.296 -1.828 0.145  0.366
H22 3.709 -3.122 1.694  0.211
H23 2.419 -1.395 0.535  0.223
H24 -3.892 -0.721 3.605  0.222
H25 2.477 0.964 -6.105  0.215
H26 -2.652 1.816 4.704  0.223
H27 -1.278 -4.080 0.294  0.370

=====

Record 5
DFT (ωB97M-V/def2-TZVPD) results for a structure of composition C21H27MnN4O3PS3Sb.

Computed properties:
- HOMO energy (spin up / spin down): -6.523 / -4.762 eV
- <S²>: 6.164
- Total charge: 0
- Spin multiplicity: 5

Last column: natural (NBO) charge in e.
Element x y z (Å)
Sb1 2.216 0.622 4.467  0.950
Mn1 0.254 -0.054 0.379  0.681
S1 3.997 1.411 3.347  -0.887
S2 0.549 -0.159 2.727  -0.495
S3 1.772 -1.652 3.653  -0.440
P1 1.326 -2.133 -0.096  1.647
O1 0.939 -2.654 -1.592  -0.839
O2 1.445 -3.571 0.680  -0.821
O3 2.933 -1.942 -0.219  -0.841
N1 -1.528 1.424 -0.616  -0.455
N2 0.902 0.784 -1.799  -0.500
N3 -1.939 -0.935 0.624  -0.510
N4 0.329 2.462 1.019  -0.509
C1 -2.855 -0.613 -0.281  0.219
C2 -0.159 4.211 3.108  -0.152
C3 0.394 2.111 -3.718  -0.252
C4 1.334 3.002 1.709  0.071
C5 -2.510 0.531 -1.205  -0.252
C6 2.273 0.654 -3.759  -0.248
C7 -4.341 -2.295 0.518  -0.146
C8 3.608 -0.979 0.610  -0.248
C9 1.141 3.889 2.756  -0.259
C10 0.275 -4.222 1.145  -0.256
C11 1.476 1.588 -4.398  -0.151
C12 -0.971 2.318 -1.623  -0.245
C13 -1.208 3.654 2.395  -0.254
C14 -0.915 2.790 1.353  0.210
C15 -2.217 -1.890 1.512  0.077
C16 1.637 -3.726 -2.229  -0.253
C17 -3.405 -2.601 1.495  -0.261
C18 -4.073 -1.276 -0.375  -0.249
C19 0.150 1.695 -2.415  0.218
C20 -2.036 2.178 0.526  -0.260
C21 1.939 0.276 -2.470  0.064
H1 -0.513 -4.242 0.386  0.171
H2 -4.794 -0.981 -1.128  0.222
H3 -3.433 1.059 -1.487  0.186
H4 -0.356 4.879 3.938  0.220
H5 3.997 -1.466 1.501  0.215
H6 -0.261 2.842 -4.178  0.219
H7 2.544 -3.342 -2.700  0.181
H8 -2.700 2.990 0.189  0.189
H9 -0.568 3.194 -1.119  0.241
H10 0.979 -4.137 -2.991  0.185
H11 2.941 -0.182 0.942  0.181
H12 2.524 -0.472 -1.950  0.221
H13 -2.240 3.877 2.643  0.217
H14 -1.749 2.675 -2.311  0.186
H15 3.130 0.208 -4.244  0.226
H16 -5.281 -2.832 0.467  0.222
H17 -0.096 -3.741 2.050  0.183
H18 -1.456 -2.057 2.263  0.227
H19 2.335 2.674 1.455  0.231
H20 1.908 -4.503 -1.515  0.194
H21 -2.079 0.131 -2.129  0.230
H22 1.692 1.900 -5.412  0.221
H23 -2.636 1.521 1.157  0.231
H24 1.997 4.274 3.292  0.242
H25 -3.586 -3.369 2.235  0.229
H26 0.549 -5.246 1.391  0.195
H27 4.418 -0.550 0.024  0.185

=====

Record 6
DFT (ωB97M-V/def2-TZVPD) results for a structure of composition C21H27N3O5 at a distorted geometry.

Computed properties:
- HOMO energy: -7.727 eV
- Total charge: 0
- Energy relative to the best compared isomer or geometry (same formula, charge and spin): 2432.90 kJ/mol

Last column: natural (NBO) charge in e.
Element x y z (Å)
O1 1.327 0.895 -2.653  -0.384
O2 -1.039 2.607 1.626  -0.509
O3 0.181 -2.072 -1.080  -0.586
O4 1.189 1.634 0.620  -0.569
O5 -3.632 -1.628 -0.436  -0.483
N1 0.167 0.066 1.842  -0.663
N2 3.385 -0.652 1.634  -0.411
N3 2.259 -1.045 -0.929  -0.474
C1 2.609 -2.348 -0.159  -0.264
C2 0.870 -1.161 -1.240  0.733
C3 -1.737 1.380 1.306  0.188
C4 -3.322 -3.862 0.781  -0.654
C5 -0.813 0.401 -2.483  -0.327
C6 1.259 0.683 1.238  0.686
C7 -3.062 -3.015 -0.561  -0.114
C8 -3.647 0.586 -0.023  -0.246
C9 -1.107 3.656 1.172  0.094
C10 3.253 -0.369 -0.978  -0.298
C11 2.577 0.395 2.140  -0.303
C12 -2.995 -0.754 0.116  0.364
C13 4.146 -0.103 0.030  -0.172
C14 -0.715 4.115 -0.139  -0.627
C15 2.795 -1.918 1.393  -0.273
C16 -1.777 -1.057 0.579  -0.359
C17 -0.687 1.660 -3.081  -0.311
C18 0.587 1.764 -3.276  0.081
C19 -1.151 0.135 1.241  0.204
C20 -2.929 1.672 0.445  -0.208
C21 0.529 0.175 -2.146  0.209
H1 -1.659 -0.077 -1.772  0.252
H2 -4.524 0.639 -0.393  0.203
H3 2.081 -2.226 2.050  0.201
H4 -4.383 -3.863 1.159  0.232
H5 -2.841 -4.918 0.633  0.225
H6 3.429 -2.841 -0.621  0.202
H7 2.346 -0.003 2.974  0.184
H8 4.681 0.725 0.450  0.241
H9 -2.201 4.109 1.542  0.064
H10 -3.750 -3.418 -1.432  0.212
H11 3.737 -0.254 -1.958  0.190
H12 -3.428 2.823 0.528  0.252
H13 -0.367 4.534 1.866  0.099
H14 -0.792 5.053 -0.298  0.200
H15 -1.976 -2.861 -0.953  0.243
H16 5.039 -1.102 0.148  0.153
H17 1.773 -3.266 -0.228  0.248
H18 3.509 -2.686 1.932  0.185
H19 1.166 2.893 -3.714  0.194
H20 0.288 3.438 -0.279  0.243
H21 0.172 -0.713 2.383  0.388
H22 -1.443 3.499 -0.962  0.157
H23 2.926 0.731 -1.018  0.247
H24 -1.302 -1.797 0.742  0.191
H25 3.310 1.043 2.248  0.210
H26 -2.793 -3.496 1.642  0.214
H27 -1.514 2.199 -3.648  0.244